Entry 1:
98
Properties=species:S:1:pos:R:3 method="wB97M-V/def2-TZVPD" total_energy_ev=-79962.856 molar_mass_da=708.8 total_charge=-1 homo_energy_ev=-4.065 multiplicity=1 lumo_energy_ev=2.473 gap_ev=6.54
C 0.24050 0.58170 2.67156
C -0.80695 -0.43076 2.21890
C -1.96162 0.09725 1.35996
Cl -2.36862 1.79601 1.89964
Sb -1.51027 0.13997 -0.82504
C -3.64796 -0.22882 -1.40959
C -4.72883 0.48845 -0.60501
C -4.73134 1.99860 -0.76164
O -5.97347 2.45982 -1.34960
O 0.50025 0.59947 -0.42250
B 0.90838 1.80848 -0.75992
O 1.62655 2.05818 -1.90613
O 0.62570 2.91888 0.07801
P -0.90558 0.19492 -3.36625
N 0.53813 -0.47600 -3.65814
Si -1.04981 -2.36973 -0.89803
C -2.22438 -3.25493 0.31059
C -1.24888 -3.17169 -2.59623
C 0.70172 -2.77003 -0.31404
H 0.40538 1.36655 1.95434
H 1.18375 0.05832 2.79175
H 0.00327 0.98747 3.64058
H -0.28866 -1.24994 1.73337
H -1.24778 -0.84355 3.12186
H -2.86094 -0.44678 1.58900
H -1.80930 1.85723 -0.91099
H -3.80376 -1.30097 -1.37817
H -3.77984 0.06961 -2.44506
H -4.73718 0.19288 0.43455
H -5.69282 0.17253 -0.99184
H -3.92637 2.33032 -1.39957
H -4.67146 2.49500 0.18908
H -5.84499 2.49326 -2.30852
H 2.16872 2.84927 -1.78198
H 1.42196 3.20036 0.55401
H -1.87361 -0.52399 -4.12264
H -0.90813 1.54953 -3.83685
H 0.41502 -1.23162 -4.32588
H -2.07985 -2.85185 1.30543
H -3.26964 -3.13769 0.04476
H -2.00297 -4.31561 0.31493
H -1.44623 -4.22992 -2.44325
H -2.07245 -2.78687 -3.18144
H -0.34158 -3.11683 -3.17204
H 0.73392 -3.08402 0.72370
H 1.30278 -1.87619 -0.38568
H 1.12921 -3.56482 -0.90583
C 6.76908 -1.72324 1.30563
C 5.75186 -1.37992 0.22052
C 4.28944 -1.33286 0.66939
O 3.67286 -2.58351 0.87763
C 3.91373 -3.18386 2.13015
N 5.89288 -2.29389 -0.91498
H 6.79527 -2.79148 1.51922
H 7.77072 -1.43974 0.98064
H 6.55386 -1.19085 2.23493
H 5.98738 -0.37215 -0.13626
H 3.72756 -0.87964 -0.15121
H 4.14228 -0.68782 1.54797
H 3.98546 -2.43828 2.92875
H 4.82076 -3.79590 2.11395
H 3.07260 -3.84466 2.34338
H 5.23683 -1.95739 -1.61707
H 5.49706 -3.18886 -0.63951
C 3.59990 -2.66176 -5.40296
C 2.98710 -1.45585 -4.69385
C 2.98055 -0.16868 -5.52754
O 4.23760 0.47626 -5.65878
C 5.11195 -0.09026 -6.61085
N 3.65500 -1.27288 -3.40477
H 4.68945 -2.63792 -5.39048
H 3.29756 -3.58012 -4.89986
H 3.26759 -2.72255 -6.44198
H 1.94054 -1.69586 -4.48987
H 2.33851 0.55251 -5.01841
H 2.54179 -0.34329 -6.52018
H 4.56796 -0.46789 -7.48244
H 5.71173 -0.89350 -6.17564
H 5.79530 0.69404 -6.93875
H 3.15596 -0.55831 -2.87798
H 4.56762 -0.86215 -3.59265
C -6.15426 4.57312 5.30548
C -4.97179 3.73348 4.82748
C -4.47959 2.69926 5.84890
O -3.73806 3.22550 6.93662
C -4.50613 3.81399 7.96393
N -3.89980 4.62769 4.38622
H -5.84592 5.37224 5.97915
H -6.64058 5.04708 4.45320
H -6.89796 3.95778 5.81721
H -5.30870 3.16789 3.95443
H -3.79287 2.02479 5.33306
H -5.31129 2.08525 6.22320
H -5.44888 3.27979 8.11864
H -4.71064 4.86756 7.75743
H -3.92132 3.76312 8.88306
H -3.17069 4.06488 3.95564
H -3.45708 5.01392 5.21619

---

Entry 2:
100
Properties=species:S:1:pos:R:3 method="wB97M-V/def2-TZVPD" total_energy_ev=-64271.677 molar_mass_da=599.7 total_charge=0 homo_energy_ev=-9.720 multiplicity=1 lumo_energy_ev=0.367 gap_ev=10.09
C 3.63386 2.10123 -1.20595
C 4.36219 0.82780 -0.78209
O 3.73932 -0.32780 -1.37784
O 2.51831 -0.46201 -0.63615
C 1.50356 -0.61329 -1.49437
O 1.51804 -0.88933 -2.62649
O 0.35567 -0.38655 -0.74357
P -0.57587 0.83587 -1.30931
N 0.20850 2.03289 -1.87577
O -1.49386 0.08051 -2.37939
O -1.53022 1.06144 -0.04339
H 2.74826 2.26425 -0.58108
H 3.29352 1.97052 -2.24410
H 4.29638 2.97314 -1.17942
H 5.40279 0.78172 -1.12209
H 4.31686 0.69496 0.30874
H 0.14902 2.92586 -1.39470
H -1.29767 0.43565 -3.26274
H -1.51557 2.00080 0.19768
C -1.00742 -4.19191 1.19162
C -1.99558 -3.22708 0.56479
O -1.72105 -1.86569 0.90798
H -1.01092 -4.09279 2.27856
H -1.25432 -5.22271 0.93442
H 0.00590 -3.98707 0.83897
H -3.00716 -3.42617 0.92378
H -2.00257 -3.34177 -0.52435
H -0.84302 -1.64920 0.56635
C 1.39601 2.60174 -5.82279
C 1.76496 3.34156 -4.55359
O 3.17195 3.32177 -4.30535
H 1.73387 1.56652 -5.76278
H 0.31645 2.61023 -5.97827
H 1.86856 3.06145 -6.69492
H 1.30043 2.86882 -3.68982
H 1.41411 4.38014 -4.61195
H 3.62270 3.71437 -5.06086
C 0.96842 7.06934 -2.51885
C 1.47307 6.22595 -1.36316
O 1.33801 4.83221 -1.61024
H -0.07781 6.84164 -2.72682
H 1.05728 8.13345 -2.29573
H 1.54408 6.86395 -3.42483
H 0.89287 6.42533 -0.46228
H 2.51917 6.46898 -1.14686
H 1.85595 4.62001 -2.39678
C 9.15027 1.42082 -3.17150
C 7.65734 1.67701 -3.20090
O 7.13759 1.98418 -1.91066
H 9.37506 0.60461 -2.48478
H 9.51987 1.15722 -4.16341
H 9.68967 2.30950 -2.83363
H 7.12627 0.78192 -3.52336
H 7.41581 2.48321 -3.90212
H 7.57654 2.77745 -1.58544
C -3.54687 0.29468 2.77695
C -2.98251 -0.44937 3.97074
O -3.00893 -1.85894 3.76981
H -4.58174 0.00697 2.58460
H -3.51191 1.37445 2.94493
H -2.97013 0.06363 1.88208
H -3.56961 -0.24729 4.86718
H -1.95148 -0.13054 4.16068
H -2.46562 -2.01248 2.98451
C -5.70599 -2.42904 1.06335
C -5.45767 -3.05261 -0.29702
O -4.78700 -2.14064 -1.16764
H -6.28765 -1.51241 0.94786
H -6.23980 -3.10904 1.72555
H -4.75746 -2.15919 1.53446
H -6.39581 -3.30477 -0.78945
H -4.87633 -3.97406 -0.19454
H -3.94548 -1.90013 -0.76129
C -6.59680 -5.90714 3.98292
C -6.31346 -6.50922 2.61988
O -5.62126 -5.60517 1.76415
H -7.17932 -4.99091 3.88007
H -7.15223 -6.60595 4.61008
H -5.66596 -5.65530 4.49651
H -7.24300 -6.74577 2.10300
H -5.74320 -7.43823 2.72674
H -4.78343 -5.38316 2.18655
C 6.13425 -3.79735 -2.24616
C 6.51153 -2.76258 -1.20364
O 6.73364 -1.47701 -1.77079
H 6.91312 -3.87224 -3.00610
H 5.99490 -4.77882 -1.79030
H 5.20230 -3.51831 -2.74343
H 7.44696 -3.03267 -0.71350
H 5.73362 -2.70091 -0.43454
H 5.90858 -1.20565 -2.19133
C -4.97007 1.52511 7.41799
C -5.01042 3.00962 7.11281
O -4.51641 3.30588 5.81037
H -3.95098 1.14857 7.32171
H -5.32628 1.31767 8.42786
H -5.59900 0.97291 6.71508
H -4.37130 3.56228 7.80070
H -6.03034 3.39396 7.22249
H -5.06887 2.84461 5.16964

---

Entry 3:
93
Properties=species:S:1:pos:R:3 method="wB97M-V/def2-TZVPD" total_energy_ev=-43255.080 molar_mass_da=474.7 total_charge=0 homo_energy_ev=-9.969 multiplicity=1 lumo_energy_ev=0.565 gap_ev=10.53
C -4.96500 2.49598 -0.48173
C -5.27243 1.14218 0.04594
C -5.60146 1.18550 1.49562
O -6.38547 0.59590 -0.81280
H -4.91900 2.43538 -1.63245
H -3.97530 2.76252 -0.16643
H -5.74196 3.22075 -0.17192
H -4.40121 0.48750 -0.11159
H -6.52500 1.80529 1.65652
H -4.84260 1.73453 1.95452
H -5.67886 0.28814 2.05920
H -6.37971 -0.35980 -0.67412
C -0.68369 0.70237 -3.83417
C -2.01144 0.80573 -3.13532
C -3.01637 -0.05813 -3.88312
O -1.89733 0.37295 -1.76706
H -0.25502 -0.25148 -3.83822
H 0.02851 1.36019 -3.33674
H -0.82544 0.99466 -4.92066
H -2.42167 1.85254 -3.18106
H -3.28254 0.40755 -4.86342
H -4.01407 -0.09469 -3.38058
H -2.55548 -1.06214 -3.90552
H -2.72714 0.64655 -1.34692
C 2.54783 3.21543 -1.14961
C 3.87747 2.63495 -1.51743
C 3.71653 1.39586 -2.45291
O 4.64980 3.65197 -2.19394
H 1.89200 2.49037 -0.65702
H 2.15775 3.65938 -2.01793
H 2.62684 4.01202 -0.41094
H 4.38546 2.28557 -0.56193
H 3.01046 1.63504 -3.25637
H 3.28798 0.52897 -1.87935
H 4.62678 1.03774 -2.90775
H 5.52004 3.34813 -2.40431
C -2.66909 1.74601 4.03155
C -2.00177 2.09450 2.72004
C -0.72394 2.93072 2.84173
O -1.84302 0.79699 2.09116
H -2.66283 2.53655 4.80551
H -2.12645 0.88872 4.46474
H -3.71016 1.46932 3.85497
H -2.72834 2.66855 2.05790
H 0.07757 2.42126 3.28612
H -0.99170 3.87725 3.35101
H -0.31499 3.23411 1.86324
H -1.02852 0.62231 1.66833
C -0.44181 -2.35556 -1.18480
C -0.82516 -1.64212 0.02958
C -0.53062 -2.36915 1.36693
O -0.22239 -0.33861 0.10956
H 0.62132 -2.61462 -1.28233
H -0.72208 -1.72606 -2.02007
H -0.97205 -3.29494 -1.32117
H -1.86842 -1.49227 -0.00117
H -0.94162 -3.37119 1.38783
H -1.01052 -1.85919 2.17767
H 0.54296 -2.41392 1.54162
H -0.64921 0.23369 -0.53807
C 2.89833 -2.44513 -4.44585
C 3.94430 -2.63645 -3.31864
C 3.36519 -2.99985 -1.93970
O 4.79994 -3.76610 -3.61092
H 2.19218 -3.27519 -4.40390
H 3.45178 -2.42549 -5.34442
H 2.20358 -1.63002 -4.31754
H 4.59792 -1.73317 -3.25161
H 4.31344 -3.09541 -1.41804
H 2.74634 -3.86099 -2.01736
H 2.82453 -2.08358 -1.61877
H 5.05039 -3.69815 -4.53209
O 1.76152 1.09413 1.43518
H 2.61560 0.66385 1.46531
H 1.10421 0.50848 0.97447
C 4.51562 1.22919 2.97064
O 4.39724 0.10866 2.06686
H 3.77160 1.26479 3.67750
H 5.52189 1.22678 3.36113
H 4.35259 2.10521 2.35053
H 4.39043 -0.68231 2.62517
C 2.84894 -3.71394 2.47449
O 3.12861 -2.65586 3.40301
H 2.55708 -3.34177 1.50819
H 3.80556 -4.19159 2.28636
H 2.25843 -4.51132 2.92885
H 2.29041 -2.43728 3.81536
C -2.96497 -1.59851 4.50333
O -3.51792 -1.24556 3.24712
H -3.09123 -0.79737 5.20345
H -3.48089 -2.44884 4.90013
H -1.93335 -1.81808 4.43863
H -2.92565 -0.51687 2.92278

---

Entry 4:
93
Properties=species:S:1:pos:R:3 method="wB97M-V/def2-TZVPD" total_energy_ev=-43251.303 molar_mass_da=474.7 total_charge=0 homo_energy_ev=-9.983 multiplicity=1 lumo_energy_ev=0.295 gap_ev=10.28
C 17.23985 4.71268 4.62126
C 18.22871 3.68270 4.02423
O 18.27265 2.36428 4.57284
H 17.49947 5.02659 5.63228
H 16.23797 4.28801 4.68449
H 17.15731 5.61331 4.01287
H 19.12724 4.18425 4.38367
H 18.26918 3.60735 2.93760
H 18.95623 1.86210 4.12326
C 21.04741 1.07648 9.38151
C 20.45335 2.31698 10.23826
O 19.93939 1.92533 11.44265
H 21.89733 1.32068 8.74426
H 20.35317 0.58814 8.69766
H 21.50147 0.28450 9.97708
H 19.66850 2.71418 9.59456
H 21.26754 3.01567 10.43076
H 20.74183 1.65861 11.89710
C 23.42564 14.19364 7.67346
C 24.08548 14.51406 8.99965
O 25.03280 15.56586 8.99659
H 22.38147 13.89793 7.77520
H 24.01710 13.39330 7.22880
H 23.42906 15.06059 7.01277
H 24.50888 13.59838 9.41240
H 23.37905 14.94168 9.71113
H 25.29212 15.71221 9.90924
C 17.70239 9.73496 5.74116
C 17.35657 11.19660 5.40996
O 18.47616 11.96300 5.61507
H 18.25380 9.32526 4.89488
H 16.78118 9.17763 5.91104
H 18.18208 9.72365 6.71987
H 16.70816 11.50750 6.22912
H 16.97789 11.29540 4.39264
H 18.33089 12.60338 4.91476
C 19.66583 7.29972 11.37749
C 18.31874 8.10460 11.28434
O 17.36253 7.32881 10.56959
H 19.67106 6.67489 12.27060
H 20.56480 7.90804 11.47702
H 19.71842 6.54251 10.59520
H 18.28720 9.12161 10.89347
H 17.90973 8.16805 12.29270
H 17.35457 6.39810 10.80477
C 29.60670 4.39946 9.29924
C 28.92481 4.13908 10.61895
O 27.58052 4.61968 10.56717
H 30.68989 4.28863 9.34950
H 29.55499 5.45317 9.02514
H 29.19214 3.91188 8.41692
H 29.41756 4.79260 11.33882
H 28.87992 3.09560 10.93079
H 27.10553 4.21556 11.29701
C 23.90494 4.74977 14.34658
C 25.24591 4.21573 14.74654
O 25.79866 3.31573 13.86981
H 23.94975 5.42081 13.48880
H 23.45202 5.32002 15.15761
H 23.29940 3.92633 13.96793
H 25.22044 3.57763 15.62988
H 25.91569 5.01608 15.06110
H 26.15014 2.58649 14.38583
C 29.10112 10.21797 7.03917
C 29.42283 11.49198 7.72106
O 30.83778 11.55589 8.02733
H 28.07762 10.20723 6.66442
H 29.21319 9.32555 7.65491
H 29.78878 10.06281 6.20781
H 28.96390 11.41621 8.70682
H 29.10972 12.39061 7.18952
H 31.25743 11.91903 7.24400
C 25.60452 11.83551 13.14903
C 24.91458 10.48301 12.96818
O 26.05449 9.58706 12.99959
H 26.23946 11.82714 14.03495
H 24.97691 12.72277 13.23255
H 26.28830 12.06625 12.33214
H 24.31622 10.44843 12.05775
H 24.24202 10.20615 13.78003
H 25.85803 8.87764 12.38336
C 23.38587 5.89332 7.19658
C 23.78274 7.05674 8.11626
C 22.92496 8.32339 8.02344
O 23.80611 6.52763 9.45719
H 23.76580 4.89487 7.41310
H 23.75138 6.17340 6.20862
H 22.31541 5.81660 7.00602
H 24.82241 7.27341 7.87085
H 21.95262 8.14439 8.48234
H 22.60413 8.57316 7.01211
H 23.16295 9.16007 8.68028
H 24.53643 5.91711 9.58169

---

Entry 5:
98
Properties=species:S:1:pos:R:3 method="wB97M-V/def2-TZVPD" total_energy_ev=-116302.347 molar_mass_da=584.7 total_charge=+1 homo_energy_ev=-11.882 multiplicity=1 lumo_energy_ev=-2.036 gap_ev=9.85
C 1.51082 -5.15155 -2.20524
C 2.26889 -4.17048 -1.31444
C 2.02365 -2.65335 -1.51021
Br 1.40781 -2.18431 -3.30774
C 1.15020 -2.15872 -0.35454
C -0.27966 -2.70050 -0.26926
N -1.14626 -2.04112 -1.22168
C -1.28526 -0.63713 -0.88460
C 0.06214 0.06704 -0.96244
N 1.07095 -0.65970 -0.11506
C 2.40423 0.05525 -0.01776
C 2.80431 0.13984 1.44550
C 1.78606 0.98152 2.21192
C 3.01058 -1.27210 1.99579
H 0.44061 -4.93064 -2.24969
H 1.64379 -6.15502 -1.79819
H 1.89449 -5.14654 -3.22600
H 2.02599 -4.39777 -0.27014
H 3.34014 -4.36062 -1.40342
H 2.98479 -2.14926 -1.45162
H 1.68440 -2.52234 0.53131
H -0.62233 -2.57207 0.77680
H -0.25208 -3.77347 -0.46975
H -2.04691 -2.49761 -1.27443
H -1.69820 -0.47709 0.12656
H -1.97146 -0.16095 -1.59117
H 0.45866 0.13750 -1.97346
H -0.02060 1.06912 -0.53191
H 0.67436 -0.60290 0.82863
H 2.27553 1.04681 -0.45580
H 3.14323 -0.47255 -0.61365
H 3.76457 0.66389 1.47476
H 2.10524 1.18807 3.23549
H 0.80146 0.50081 2.28242
H 1.63713 1.94022 1.71135
H 2.06517 -1.74659 2.28212
H 3.52433 -1.90709 1.26721
H 3.63215 -1.25283 2.89396
C -0.95137 3.84960 2.47233
O -0.61205 2.95971 1.40197
H -0.49371 3.45326 3.37761
H -0.54816 4.84933 2.30032
H -2.02652 3.90734 2.63496
H -0.99224 3.31236 0.58865
C 3.90289 0.92645 -3.23205
O 4.53282 -0.18062 -2.58601
H 4.44614 1.82633 -2.95887
H 3.93164 0.80685 -4.31555
H 2.85586 1.03747 -2.93024
H 4.15529 -0.97641 -2.97654
C -4.31980 3.05170 4.89288
O -3.34577 4.09473 4.83260
H -4.71923 2.93442 3.88763
H -3.87464 2.10790 5.21068
H -5.13853 3.31878 5.56565
H -2.99769 4.22457 5.71875
C -0.54577 3.10028 -3.04007
O -1.39161 2.86583 -1.90638
H -0.19291 4.12456 -2.96872
H 0.32174 2.43669 -3.04968
H -1.10160 2.97478 -3.97043
H -1.72216 1.96486 -1.96419
C 3.01474 4.97341 -3.54197
O 2.58511 3.78503 -4.19967
H 3.12526 4.72807 -2.48738
H 3.97815 5.32172 -3.91985
H 2.28311 5.77930 -3.63681
H 2.48819 3.97898 -5.13639
C 2.85115 -8.37605 0.20556
O 3.08720 -6.97930 0.37543
H 3.21606 -8.63918 -0.78483
H 3.39403 -8.96808 0.94414
H 1.78736 -8.61938 0.26424
H 2.80681 -6.74262 1.26901
C -4.64649 2.07521 -3.99390
O -3.66495 3.03321 -4.35718
H -5.24552 1.88184 -4.88043
H -4.19976 1.12680 -3.67355
H -5.30638 2.44242 -3.20364
H -3.13755 3.23347 -3.57828
C -2.12324 0.04589 2.80800
O -1.93345 0.95415 3.87039
H -3.07492 -0.45363 2.97826
H -2.16474 0.56617 1.84613
H -1.33833 -0.72364 2.77298
H -1.10611 1.42237 3.72722
C 0.75620 -4.58545 1.86516
O 0.52544 -5.65579 0.95988
H 0.73859 -5.00139 2.86905
H 1.73395 -4.11994 1.70236
H -0.02875 -3.82400 1.79832
H 0.49668 -5.31092 0.06087
C -6.35983 5.30036 3.05769
O -6.56783 4.15357 2.23940
H -6.47389 4.97526 4.08878
H -5.35257 5.70682 2.93690
H -7.09290 6.08494 2.85671
H -6.49639 4.42380 1.32044